Here is C2H4N4O as an isolated structure from the OMol25 dataset. Energies are from ωB97M-V with the def2-TZVPD basis set.

Output
LUMO energy   0.35 eV
Gap between HOMO and LUMO   0.37481 Eh
F_max   13.97 eV Å⁻¹

```
11
Properties=species:S:1:pos:R:3:forces:R:3
C -0.718225 0.981230 -0.601431 0.784 1.357 -3.993
C 0.319603 -1.038230 0.285062 1.943 0.354 3.917
H -0.478885 2.132994 -1.306965 -0.468 -3.894 2.741
H -1.627940 1.060667 -0.013896 0.316 0.431 0.388
H -1.144492 0.156773 -1.545595 2.015 2.446 2.739
H -1.265277 -1.294535 -0.639269 1.481 -2.460 2.642
N 0.430643 0.359642 0.206916 -2.246 -0.491 -2.714
N 1.556064 0.804407 0.917792 -7.252 10.073 -6.423
N 2.093416 0.020169 1.484216 4.472 -9.907 4.106
N -0.627367 -1.896895 0.126640 -0.375 3.294 -3.453
O 1.462460 -1.286222 1.086530 -0.672 -1.202 0.049
```
Forces are in eV/Å.